--- w ---
48
Properties=species:S:1:pos:R:3 method="wB97M-V/def2-TZVPD" e_homo_ha=-0.374
O -3.777 -2.587 0.194
H -3.778 -2.905 1.090
H -2.911 -2.243 0.095
O 2.664 -0.195 1.239
H 3.493 0.214 1.012
H 2.052 0.497 1.044
O -2.505 -0.519 2.103
H -2.086 0.319 2.242
H -1.892 -1.228 2.192
O 0.916 1.587 -3.987
H 0.638 1.232 -3.127
H 0.289 2.316 -4.190
O -0.633 -0.412 -2.683
H -0.386 -1.187 -3.239
H -0.812 -0.898 -1.879
O 0.711 2.227 -1.235
H 0.305 3.036 -1.576
H 1.064 2.584 -0.414
O -1.211 -2.730 -0.867
H -1.737 -3.390 -1.219
H -1.104 -3.044 0.004
O 3.275 2.074 -1.727
H 3.680 2.432 -2.483
H 2.377 2.364 -1.583
O 0.101 -0.072 0.315
H -0.846 -0.092 0.187
H 0.370 0.588 -0.273
O 2.351 -0.664 -1.972
H 1.432 -0.658 -1.760
H 2.745 0.232 -2.106
O 1.754 -2.701 0.769
H 1.910 -1.754 0.634
H 1.737 -3.139 -0.112
O -2.568 0.203 -0.728
H -3.405 0.090 -0.259
H -2.405 1.159 -0.787
O -0.755 -2.783 1.930
H 0.194 -2.565 1.760
H -0.741 -3.507 2.594
O 1.526 2.441 1.253
H 2.439 2.534 1.602
H 1.054 3.292 1.463
O -1.998 2.168 2.044
H -2.910 2.381 2.346
H -2.108 2.309 1.147
O 0.164 0.149 3.145
H 1.009 0.496 3.575
H 0.318 0.351 2.224

---

--- x ---
48
Properties=species:S:1:pos:R:3 method="wB97M-V/def2-TZVPD" e_homo_ha=-0.387
O 0.357 0.202 3.240
H -0.511 -0.235 3.220
H 0.970 -0.488 3.395
O -1.751 -2.505 0.171
H -1.790 -1.762 -0.437
H -0.802 -2.553 0.438
O 0.176 1.246 -3.258
H -0.400 1.786 -3.864
H 0.123 1.687 -2.409
O 2.611 1.020 -1.216
H 2.455 1.022 -2.159
H 1.883 0.483 -0.933
O 3.286 0.120 1.426
H 3.214 -0.789 1.122
H 2.849 0.705 0.785
O 0.370 -0.329 -0.301
H -0.212 0.424 -0.430
H 0.407 -0.554 0.632
O -1.438 2.876 1.961
H -0.490 2.871 2.002
H -1.758 2.306 1.241
O 0.830 -2.696 1.552
H 1.285 -2.385 2.325
H 1.455 -2.701 0.859
O -2.602 1.321 -2.334
H -3.257 0.991 -1.722
H -1.959 1.748 -1.796
O -0.405 2.229 -0.893
H 0.028 2.401 -0.009
H -0.708 3.093 -1.134
O -2.923 0.942 0.582
H -2.654 0.190 1.115
H -3.794 1.189 0.881
O 1.115 2.055 1.458
H 1.813 2.611 1.756
H 0.963 1.383 2.168
O 2.890 -2.083 -0.238
H 3.525 -2.791 -0.421
H 2.417 -2.018 -1.043
O 1.323 -1.678 -2.734
H 1.475 -2.061 -3.595
H 0.993 -2.442 -2.250
O -2.283 -1.138 2.529
H -2.530 -1.717 3.315
H -2.069 -1.663 1.793
O -1.638 -1.145 -2.193
H -2.106 -0.310 -2.434
H -0.735 -0.857 -2.164

---

Most stable = x

---

--- w ---
48
Properties=species:S:1:pos:R:3 method="wB97M-V/def2-TZVPD" e_homo_ha=-0.380
O 1.901 3.327 -1.626
H 1.050 3.728 -1.509
H 2.186 3.352 -2.536
O -0.036 -2.721 -0.734
H -0.446 -2.011 -0.219
H 0.061 -2.229 -1.551
O 0.300 -4.298 -2.604
H 1.091 -3.931 -2.184
H 0.576 -5.108 -3.033
O 5.228 0.312 2.438
H 5.331 1.162 2.960
H 5.854 -0.318 2.113
O -5.020 2.212 0.965
H -5.320 3.087 1.283
H -4.894 1.681 1.764
O 0.675 1.809 2.138
H 0.008 1.960 1.471
H 1.384 1.493 1.557
O -2.398 1.092 -4.851
H -2.970 1.752 -4.373
H -2.026 0.638 -4.093
O -3.023 -3.458 0.117
H -2.663 -2.730 -0.470
H -3.954 -3.310 0.385
O 1.147 4.479 0.960
H 2.061 4.370 0.638
H 0.638 4.600 0.164
O -0.382 -0.378 3.836
H -0.519 0.435 3.310
H -0.669 -0.560 4.743
O 1.079 0.410 -0.247
H 0.523 -0.111 0.370
H 1.097 -0.273 -0.939
O 3.960 -1.213 -2.095
H 4.095 -0.770 -1.255
H 4.244 -2.124 -1.848
O -1.752 -1.257 0.855
H -0.978 -0.867 1.260
H -1.968 -1.883 1.567
O 3.364 0.158 0.318
H 3.088 1.065 0.197
H 3.669 0.188 1.299
O -0.363 -3.184 2.087
H 0.368 -3.802 2.174
H -0.910 -3.725 1.431
O -4.807 2.648 -1.775
H -5.273 2.319 -1.026
H -3.885 2.526 -1.550

---

--- x ---
48
Properties=species:S:1:pos:R:3 method="wB97M-V/def2-TZVPD" e_homo_ha=-0.375
O -3.023 -0.990 -1.402
H -2.171 -1.334 -1.246
H -3.398 -1.047 -0.527
O 2.148 1.981 1.981
H 1.560 1.279 2.415
H 2.609 1.613 1.214
O 1.792 -1.329 -1.448
H 1.531 -1.018 -0.586
H 2.538 -1.956 -1.421
O 0.528 -1.495 -4.049
H 1.088 -2.206 -3.718
H 0.390 -0.848 -3.369
O 0.688 0.414 3.552
H -0.189 0.661 3.253
H 0.806 1.175 4.136
O -0.766 -3.801 1.083
H -1.577 -3.496 0.692
H -0.304 -2.921 0.914
O 0.179 0.372 -0.076
H -0.496 -0.082 0.392
H -0.198 0.393 -0.971
O 1.980 2.655 -2.084
H 1.098 2.727 -1.748
H 2.232 3.535 -1.930
O -0.615 3.106 -0.805
H -1.284 3.726 -1.008
H -0.116 3.569 -0.097
O -2.084 1.087 3.342
H -1.932 1.832 3.915
H -1.961 1.276 2.423
O -2.851 1.705 0.357
H -2.831 0.727 0.454
H -1.983 1.970 0.037
O -1.745 -1.128 1.411
H -2.591 -1.388 1.794
H -1.025 -1.412 1.965
O -0.684 0.416 -2.655
H -0.772 1.223 -3.141
H -1.633 0.238 -2.525
O 3.608 0.885 -0.237
H 2.917 1.108 -0.814
H 4.252 0.660 -0.874
O -0.643 -2.625 -1.316
H 0.260 -2.243 -1.339
H -0.547 -3.536 -1.341
O 1.388 -1.928 1.751
H 2.107 -2.384 1.442
H 1.706 -1.174 2.213

---

--- y ---
48
Properties=species:S:1:pos:R:3 method="wB97M-V/def2-TZVPD" e_homo_ha=-0.391
O 0.646 -1.925 2.713
H 0.707 -2.833 2.421
H 0.242 -1.370 2.052
O -1.986 2.405 -2.320
H -2.810 2.031 -1.996
H -1.274 1.923 -1.891
O 4.621 2.813 -0.194
H 4.453 2.592 0.731
H 4.330 3.720 -0.162
O 4.712 -2.596 -1.676
H 4.626 -1.656 -1.902
H 4.495 -3.167 -2.393
O -3.275 -2.373 0.270
H -2.387 -2.338 0.665
H -3.025 -3.071 -0.357
O 0.138 -0.550 -0.021
H 0.164 0.279 0.461
H 0.943 -1.011 -0.265
O -2.975 1.970 2.696
H -2.155 1.954 2.193
H -3.662 1.974 2.021
O 0.327 2.025 2.102
H -0.007 2.905 1.888
H 0.929 1.944 2.839
O -0.312 4.681 2.390
H -0.825 5.371 2.814
H -0.116 4.833 1.466
O 0.948 -4.745 -2.197
H 1.218 -3.840 -1.971
H 0.008 -4.507 -2.094
O 1.887 4.065 -3.901
H 0.970 3.866 -3.677
H 2.367 3.329 -3.525
O 2.272 -2.445 -0.367
H 3.154 -2.064 -0.470
H 2.544 -3.357 -0.213
O -4.433 0.082 4.396
H -4.925 -0.089 3.601
H -3.910 0.776 3.955
O 3.493 -0.167 -1.986
H 2.587 0.065 -2.203
H 3.818 0.649 -1.578
O -4.454 0.358 0.494
H -3.663 0.848 0.314
H -4.175 -0.534 0.738
O -1.699 -4.221 -1.835
H -2.397 -4.716 -1.403
H -2.133 -3.889 -2.620

---

Most stable = x

---

--- w ---
17
Properties=species:S:1:pos:R:3 method="wB97M-V/def2-TZVPD" smiles="C=NC.O.O.O" e_homo_ha=-0.357
C -0.062 1.828 -0.220
N -0.737 0.819 0.179
C -0.551 -0.426 -0.544
H -0.347 2.839 0.027
H 0.618 1.693 -1.005
H 0.488 -0.685 -0.780
H -1.178 -0.548 -1.488
H -0.968 -1.272 0.078
O -3.512 0.269 -0.484
H -3.313 -0.423 0.195
H -2.957 1.011 -0.015
O 1.770 -1.488 1.773
H 1.798 -0.895 2.584
H 0.914 -1.955 1.595
O 2.482 0.043 -0.820
H 2.375 -0.241 0.064
H 3.179 -0.568 -1.140

---

--- x ---
17
Properties=species:S:1:pos:R:3 method="wB97M-V/def2-TZVPD" smiles="C=CN.O.O.O" e_homo_ha=-0.300
C 1.085 -1.731 -0.272
C 0.943 -1.204 0.994
N -0.201 -0.812 1.705
H 1.342 -1.079 -1.103
H 1.777 -2.576 -0.282
H 1.793 -1.273 1.677
H -0.475 0.159 1.667
H -0.035 -1.035 2.670
O -3.145 0.351 -0.530
H -3.887 0.179 0.058
H -2.752 -0.523 -0.648
O 1.350 1.325 -2.418
H 2.158 1.700 -2.061
H 1.247 0.437 -2.067
O -0.591 1.870 0.489
H -0.211 1.407 -0.264
H -0.397 2.805 0.385

---

Most stable = w

---

--- w ---
17
Properties=species:S:1:pos:R:3 method="wB97M-V/def2-TZVPD" smiles=NCCO.O.O e_homo_ha=-0.347
N 0.968 -0.837 -1.713
C 0.614 -0.939 -0.270
C 1.636 0.043 0.399
O 0.954 0.389 1.649
H 1.597 -1.572 -2.026
H 0.182 -0.733 -2.337
H 0.746 -1.891 0.258
H -0.367 -0.612 0.024
H 1.508 0.967 -0.189
H 2.555 -0.521 0.495
H 1.589 0.822 2.233
O -1.669 1.047 1.382
H -0.765 0.857 1.714
H -2.190 1.133 2.184
O -2.499 0.717 -1.587
H -3.231 0.512 -1.014
H -1.629 0.617 -1.201

---

--- x ---
17
Properties=species:S:1:pos:R:3 method="wB97M-V/def2-TZVPD" smiles="C=CN.O.O.O" e_homo_ha=-0.292
C 1.136 1.329 2.377
C 0.458 0.510 3.194
N -0.744 -0.040 2.781
H 0.748 1.507 1.384
H 2.128 1.689 2.593
H 0.604 0.492 4.266
H -1.000 0.125 1.824
H -1.340 -0.603 3.357
O 2.388 2.178 -0.823
H 1.455 1.932 -0.869
H 2.381 2.707 -0.015
O -0.919 -3.870 -6.047
H -0.504 -4.344 -5.322
H -1.866 -4.009 -5.944
O -1.600 0.441 -0.651
H -1.154 0.292 -1.493
H -2.172 -0.335 -0.612

---

Most stable = w

---

--- w ---
17
Properties=species:S:1:pos:R:3 method="wB97M-V/def2-TZVPD" smiles="C=NC.O.O.O" e_homo_ha=-0.355
C -1.521 2.115 0.408
N -1.249 0.939 0.013
C -2.458 0.019 -0.352
H -0.900 2.475 1.337
H -2.249 2.775 0.274
H -2.997 0.618 -1.179
H -3.060 -0.157 0.647
H -2.074 -0.896 -0.712
O -1.343 -1.606 2.134
H -0.569 -0.948 1.891
H -0.938 -2.026 2.975
O 0.519 -1.349 -0.248
H 0.080 -0.485 0.048
H 0.542 -1.609 -1.166
O 6.296 -0.247 -2.193
H 6.585 0.689 -1.934
H 5.338 -0.308 -1.942

---

--- x ---
17
Properties=species:S:1:pos:R:3 method="wB97M-V/def2-TZVPD" smiles=CNCO.O.O e_homo_ha=-0.322
C 0.998 0.256 -2.079
N 1.220 0.793 -0.714
C 2.059 0.376 0.371
O 1.274 0.439 1.708
H 0.415 -0.604 -1.984
H 0.355 0.988 -2.638
H 1.988 0.132 -2.596
H 0.292 1.269 -0.384
H 3.068 0.932 0.476
H 2.402 -0.605 0.298
H 2.053 0.613 2.265
O -3.555 -2.603 0.092
H -3.817 -2.389 0.958
H -3.177 -1.792 -0.215
O -2.181 0.841 1.690
H -2.099 0.712 0.706
H -1.295 0.642 2.045

---

Most stable = x

---

--- w ---
17
Properties=species:S:1:pos:R:3 method="wB97M-V/def2-TZVPD" e_homo_ha=-0.344
C 1.077 0.205 0.801
N 0.803 -1.035 0.153
C -0.362 -1.591 0.691
O 0.287 -0.182 -2.085
H 2.126 0.443 0.725
H 0.918 -0.010 1.870
H 0.397 1.038 0.473
H 0.597 -0.803 -0.959
H -0.661 -2.325 -0.076
H -1.173 -0.833 0.877
H -0.164 -2.248 1.524
H 0.122 1.177 -1.518
H -0.780 2.479 -1.281
O 0.069 2.088 -1.034
H 1.053 -0.209 -2.674
H -2.470 1.252 1.122
O -1.839 0.555 1.391

---

--- x ---
17
Properties=species:S:1:pos:R:3 method="wB97M-V/def2-TZVPD" smiles="C=NC.O.O.O" e_homo_ha=-0.376
C -0.406 -0.524 -0.132
N 0.825 -0.707 -0.310
C 1.555 -1.444 0.719
H -0.967 0.142 -0.787
H -1.027 -0.978 0.647
H 1.403 -2.512 0.556
H 1.321 -1.196 1.754
H 2.609 -1.226 0.569
O 2.319 0.682 -2.752
H 1.925 -0.111 -2.380
H 2.606 1.247 -2.039
O 2.358 3.019 0.368
H 1.437 2.853 0.589
H 2.538 2.428 -0.328
O -6.083 -0.696 0.804
H -6.094 0.211 1.124
H -6.318 -1.188 1.597

---

Most stable = x